The following is a quantum chemistry calculation of the molecule C20H32N4O3S, from the Open Molecules 2025 dataset.

Values from the calculation:
SMILES string = CCOc1cc(NC(=S)NCCCN(C)C)c(OCC)cc1NC(=O)C1CC1
HOMO-LUMO gap = 8.000 eV
molar mass = 408.6 g/mol
LUMO level = 0.56 eV
calculated total energy = -44197.426 eV

Last column: Mulliken charge in e.
Cartesian coordinates (Å):
C  3.57  0.26  -0.78  -1.159
C  3.09  -1.14  -0.40  0.162
O  2.31  -1.14  0.78  -0.565
C  1.07  -0.53  0.76  -0.365
C  0.31  -0.32  -0.38  0.572
C  -0.92  0.32  -0.31  -0.367
N  -1.72  0.55  -1.43  0.091
C  -1.39  0.89  -2.70  -0.033
S  -2.61  1.01  -3.81  -0.379
N  -0.10  1.15  -2.99  0.108
C  0.42  1.30  -4.32  -1.096
C  1.17  0.06  -4.80  -0.443
C  0.28  -1.19  -4.78  -1.048
N  0.33  -1.86  -3.49  0.677
C  1.41  -2.82  -3.44  -1.444
C  -0.93  -2.51  -3.16  -1.163
C  -1.43  0.71  0.94  0.740
O  -2.66  1.29  0.92  -0.492
C  -3.26  1.67  2.15  -0.352
C  -4.63  2.24  1.83  -1.466
C  -0.68  0.47  2.09  -0.738
C  0.57  -0.12  2.01  -0.559
N  1.37  -0.36  3.12  -0.091
C  1.12  -0.10  4.44  0.361
O  0.10  0.42  4.85  -0.735
C  2.22  -0.53  5.34  0.044
C  1.84  -1.05  6.71  -0.606
C  2.46  0.30  6.58  -0.614
H  4.17  0.68  0.03  0.355
H  4.18  0.20  -1.67  0.428
H  2.73  0.92  -0.96  0.192
H  2.54  -1.60  -1.23  -0.223
H  3.94  -1.78  -0.15  0.440
H  0.64  -0.72  -1.33  0.602
H  -2.71  0.64  -1.21  0.264
H  0.57  1.06  -2.24  0.058
H  -0.44  1.50  -4.97  0.424
H  1.08  2.17  -4.34  0.384
H  2.04  -0.11  -4.17  0.182
H  1.51  0.25  -5.82  0.430
H  -0.75  -0.88  -4.98  0.475
H  0.58  -1.88  -5.59  0.522
H  2.36  -2.32  -3.65  0.371
H  1.46  -3.27  -2.45  0.366
H  1.29  -3.63  -4.17  0.346
H  -1.74  -1.79  -3.19  0.306
H  -1.17  -3.34  -3.85  0.375
H  -0.87  -2.91  -2.15  0.315
H  -2.63  2.41  2.66  0.371
H  -3.35  0.79  2.80  0.392
H  -4.52  3.10  1.17  0.338
H  -5.12  2.56  2.75  0.417
H  -5.24  1.50  1.33  0.333
H  -1.04  0.76  3.06  0.874
H  2.25  -0.81  2.88  0.253
H  3.09  -0.98  4.86  0.347
H  0.78  -1.09  6.92  0.239
H  2.41  -1.86  7.12  0.272
H  1.83  1.16  6.71  0.239
H  3.48  0.44  6.91  0.273